(1)
{
  "formula": "C5H8O3",
  "method": "the ωB97M-V functional and the def2-TZVPD basis",
  "species": ["C", "C", "C", "C", "C", "O", "O", "O", "H", "H", "H", "H", "H", "H", "H", "H"],
  "positions_angstrom": [[0.09, -0.23, 0.17], [1.61, 0.06, -0.41], [0.30, 1.38, 0.04], [-0.93, -0.73, -0.80], [-1.88, -1.58, -0.46], [0.49, 1.87, 1.32], [0.01, -0.71, 1.45], [-0.20, 2.07, -0.83], [0.16, 2.79, 1.33], [0.38, -0.05, 2.05], [1.34, -1.09, -0.37], [2.36, 0.15, 0.37], [1.72, 0.20, -1.48], [-0.87, -0.29, -1.78], [-2.64, -1.88, -1.17], [-1.95, -1.98, 0.54]],
  "lowdin_charge": [-0.45, 0.04, -0.55, -0.09, 0.05, 0.06, 0.04, 0.06, 0.13, 0.11, 0.15, 0.11, 0.11, 0.12, 0.06, 0.06],
  "energy_ev": -11453.14393,
  "charge": 0,
  "e_above_lowest_kcal_mol": 100.89,
  "lumo_energy_ev": 0.5496
}



(2)
{
  "formula": "C5H8O3S",
  "method": "the ωB97M-V functional and the def2-TZVPD basis",
  "species": ["C", "C", "C", "C", "C", "O", "O", "O", "S", "H", "H", "H", "H", "H", "H", "H", "H"],
  "positions_angstrom": [[-0.13, 0.98, 0.01], [-0.52, 2.21, -0.06], [0.71, -0.06, 0.00], [0.91, -0.86, -1.24], [1.25, -0.62, 1.28], [-2.01, -0.16, -1.38], [-1.42, -1.60, 0.50], [-2.57, 0.50, 0.92], [-1.79, -0.30, 0.03], [-1.57, 2.46, 0.02], [0.18, 3.02, -0.21], [0.18, -1.67, -1.22], [1.91, -1.29, -1.27], [0.73, -0.26, -2.13], [0.74, -1.56, 1.47], [1.09, 0.06, 2.11], [2.31, -0.82, 1.18]],
  "lowdin_charge": [-0.22, 0.07, -0.29, -0.02, -0.01, -0.26, -0.29, -0.26, 0.52, 0.08, 0.08, 0.10, 0.10, 0.10, 0.10, 0.10, 0.10],
  "energy_ev": -22289.50277,
  "charge": 0,
  "e_above_lowest_kcal_mol": 68.10,
  "lumo_energy_ev": -0.9097
}



(3)
{
  "formula": "C5H8O3S",
  "method": "the ωB97M-V functional and the def2-TZVPD basis",
  "species": ["C", "C", "C", "C", "C", "O", "O", "O", "S", "H", "H", "H", "H", "H", "H", "H", "H"],
  "positions_angstrom": [[2.15, 1.14, 0.60], [0.88, 0.84, 0.70], [0.85, -1.96, 0.64], [0.25, -0.35, 0.22], [-1.60, 0.60, -1.53], [-2.01, 0.82, 1.13], [-2.23, -1.43, 0.07], [0.91, -1.25, -0.57], [-1.53, -0.15, 0.14], [2.58, 2.05, 1.04], [2.93, 0.39, 0.38], [0.07, 1.56, 0.81], [1.78, -1.91, 1.21], [0.00, -2.65, 0.74], [-2.69, 0.64, -1.70], [-1.26, 1.61, -1.62], [-1.09, 0.06, -2.26]],
  "lowdin_charge": [0.04, -0.17, 0.06, -0.47, -0.10, -0.32, -0.32, -0.07, 0.71, 0.07, 0.08, 0.10, 0.11, 0.10, 0.08, 0.06, 0.05],
  "energy_ev": -22288.23213,
  "charge": 0,
  "smiles": "C=C[C@]1(S(C)(=O)=O)CO1",
  "e_above_lowest_kcal_mol": 97.40,
  "lumo_energy_ev": 0.2072
}



(4)
{
  "formula": "C5H8O3S",
  "method": "the ωB97M-V functional and the def2-TZVPD basis",
  "species": ["C", "C", "C", "C", "C", "O", "O", "O", "S", "H", "H", "H", "H", "H", "H", "H", "H"],
  "positions_angstrom": [[1.34, 1.35, 0.20], [1.89, -1.09, -0.51], [0.20, 0.46, -0.10], [-0.61, 0.11, 1.12], [-0.94, 0.96, -1.03], [1.19, 2.43, 0.67], [0.70, -0.64, -0.91], [1.64, -1.90, 0.60], [2.86, 0.46, -0.24], [2.32, -1.75, -1.20], [-1.19, -0.80, 1.08], [-1.36, 0.85, 1.29], [-0.08, 0.17, 2.18], [-1.78, 0.25, -1.14], [-0.52, 1.23, -2.09], [-1.25, 1.92, -0.52], [2.42, -2.44, 0.62]],
  "lowdin_charge": [-0.64, -0.68, -0.52, -0.04, -0.01, 0.10, -0.09, 0.01, 1.04, 0.11, 0.09, 0.07, 0.14, 0.10, 0.13, 0.10, 0.09],
  "energy_ev": -22291.15564,
  "charge": 0,
  "smiles": "CC1(C)O[C@H](O)SC1=O",
  "e_above_lowest_kcal_mol": 29.98,
  "lumo_energy_ev": 0.4541
}



(5)
{
  "formula": "C5H8O3S",
  "method": "the ωB97M-V functional and the def2-TZVPD basis",
  "species": ["C", "C", "C", "C", "C", "O", "O", "O", "S", "H", "H", "H", "H", "H", "H", "H", "H"],
  "positions_angstrom": [[2.59, -1.96, -0.11], [-1.72, -0.03, 0.32], [-0.49, -0.03, -0.14], [1.74, -0.92, -0.02], [-2.74, 0.99, 0.03], [2.77, 1.29, -1.19], [1.70, 1.55, 1.04], [0.41, -1.09, 0.10], [2.50, 0.72, 0.14], [3.64, -1.87, -0.01], [2.45, -2.99, -0.16], [-2.38, -0.85, 0.80], [0.06, 0.90, -0.51], [-3.02, 1.66, 0.94], [-2.27, 1.81, -0.61], [-3.63, 0.60, -0.50], [3.66, 0.66, 0.79]],
  "lowdin_charge": [0.08, -0.17, -0.12, -0.41, -0.15, -0.35, -0.36, -0.02, 0.76, 0.05, 0.06, 0.15, 0.14, 0.11, 0.09, 0.08, 0.08],
  "energy_ev": -22288.07402,
  "charge": 0,
  "smiles": "C=C(O/C=C/C)[SH](=O)=O",
  "e_above_lowest_kcal_mol": 101.05,
  "lumo_energy_ev": 0.1632
}



(6)
{
  "formula": "C5H8O4",
  "method": "the ωB97M-V functional and the def2-TZVPD basis",
  "species": ["C", "C", "C", "C", "C", "O", "O", "O", "O", "H", "H", "H", "H", "H", "H", "H", "H"],
  "positions_angstrom": [[-0.09, 0.39, 0.19], [0.68, 0.30, 1.51], [0.28, 1.54, -0.74], [-1.19, -0.98, -0.59], [1.09, -1.08, -0.83], [0.30, -1.83, -1.42], [-1.51, -1.73, 0.48], [-1.91, -0.62, -1.46], [2.22, -0.88, -0.64], [-2.41, -2.08, 0.35], [-1.11, 0.62, 0.53], [0.33, 1.07, 2.20], [0.53, -0.66, 1.99], [1.75, 0.44, 1.37], [-0.11, 2.48, -0.35], [1.35, 1.61, -0.89], [-0.21, 1.41, -1.71]],
  "lowdin_charge": [-0.30, -0.08, -0.07, -0.52, -0.41, 0.13, 0.12, 0.14, 0.22, 0.14, 0.13, 0.08, 0.08, 0.07, 0.09, 0.08, 0.09],
  "energy_ev": -13501.95387,
  "charge": 0,
  "e_above_lowest_kcal_mol": 72.16,
  "lumo_energy_ev": -0.2622
}



(7)
{
  "formula": "C5H8O4",
  "method": "the ωB97M-V functional and the def2-TZVPD basis",
  "species": ["C", "C", "C", "C", "C", "H", "H", "H", "H", "H", "H", "H", "H", "O", "O", "O", "O"],
  "positions_angstrom": [[0.24, -0.66, 1.92], [-0.26, 0.20, 0.79], [-0.30, -0.43, -0.54], [-0.43, 0.50, -1.84], [-0.51, -0.15, -2.86], [2.11, -0.83, 2.86], [0.16, -1.85, 1.74], [-0.49, -0.55, 2.93], [-1.38, 0.31, 1.06], [1.46, 1.03, 0.80], [-0.43, 2.18, -1.02], [-0.61, -1.31, -2.51], [-0.73, 0.34, -3.85], [1.78, -0.34, 2.17], [0.46, 1.37, 0.83], [-0.38, -1.60, -0.71], [-0.70, 1.80, -1.79]],
  "lowdin_charge": [-0.08, -0.40, -0.28, -0.39, 0.05, 0.02, 0.15, 0.17, 0.20, 0.18, 0.04, 0.14, 0.11, -0.08, -0.02, 0.10, 0.10],
  "energy_ev": -13500.43137,
  "charge": 0,
  "smiles": "C=C(O)C(=O)[C@H](O)CO",
  "e_above_lowest_kcal_mol": 107.27,
  "lumo_energy_ev": 0.3587
}



(8)
{
  "formula": "C5H8O4",
  "method": "the ωB97M-V functional and the def2-TZVPD basis",
  "species": ["O", "C", "O", "C", "C", "O", "C", "C", "H", "H", "H", "H", "H", "H", "O", "H", "H"],
  "positions_angstrom": [[1.56, 2.40, 1.23], [1.38, 1.44, 0.53], [1.80, -0.17, 0.96], [2.28, -0.33, -0.40], [1.36, -1.13, -1.32], [0.40, -0.20, -1.80], [1.07, 1.04, -1.99], [2.04, 1.15, -0.81], [3.32, -0.65, -0.39], [1.95, -1.54, -2.16], [0.84, -1.94, -0.80], [1.64, 1.01, -2.93], [0.33, 1.84, -2.03], [2.93, 1.75, -1.00], [-0.47, 0.64, 1.18], [0.33, -0.30, 1.32], [-0.81, 0.36, 0.31]],
  "lowdin_charge": [0.16, -0.24, -0.12, -0.26, -0.13, -0.13, -0.14, -0.12, 0.15, 0.13, 0.14, 0.13, 0.14, 0.16, -0.12, 0.22, 0.04],
  "energy_ev": -13501.36010,
  "charge": 0,
  "e_above_lowest_kcal_mol": 85.85,
  "lumo_energy_ev": 0.3342
}



(9)
{
  "formula": "C5H8O5Tl",
  "method": "the ωB97M-V functional and the def2-TZVPD basis",
  "species": ["O", "C", "C", "O", "O", "C", "H", "H", "H", "H", "O", "O", "C", "C", "H", "H", "H", "H", "Tl"],
  "positions_angstrom": [[-0.90, 1.21, -0.13], [-1.46, 0.21, -0.97], [-1.24, 0.97, 1.24], [-1.77, 0.51, -2.10], [-2.22, -0.60, -0.20], [-2.09, -0.29, 1.18], [-1.80, 1.83, 1.62], [-0.32, 0.82, 1.82], [-1.56, -1.14, 1.64], [-3.09, -0.14, 1.61], [2.19, 0.30, 1.00], [0.58, -0.78, -0.95], [2.32, -1.06, 0.73], [1.04, -1.60, 0.09], [2.52, -1.64, 1.65], [3.18, -1.29, 0.06], [0.28, -1.65, 0.90], [1.20, -2.64, -0.26], [1.35, 1.07, -0.57]],
  "lowdin_charge": [-0.16, -0.56, -0.12, 0.15, 0.06, -0.11, 0.14, 0.12, 0.12, 0.14, -0.39, -0.35, -0.35, -0.30, 0.13, 0.12, 0.10, 0.13, 1.13],
  "energy_ev": -20241.51039,
  "charge": 0,
  "lumo_energy_ev": [0.4502, -2.2225],
  "spin_multiplicity": 2
}



(10)
{
  "formula": "C5H8OS",
  "method": "the ωB97M-V functional and the def2-TZVPD basis",
  "species": ["C", "C", "C", "C", "C", "H", "H", "H", "H", "H", "H", "H", "H", "O", "S"],
  "positions_angstrom": [[-0.07, 0.79, -0.80], [-0.54, 1.09, 0.61], [0.30, -1.41, 0.38], [-0.44, -0.81, -0.78], [-0.49, 0.08, -2.09], [1.90, 1.74, -0.59], [-0.27, 2.13, 0.94], [-1.57, 1.05, 0.52], [1.34, -1.61, 0.10], [-0.32, -2.41, 0.61], [-1.61, -0.88, -0.63], [-1.48, -0.10, -2.58], [0.45, 0.08, -2.61], [1.31, 0.71, -0.82], [-0.09, -0.26, 1.68]],
  "lowdin_charge": [-0.50, -0.46, -0.49, -0.28, 0.00, 0.27, 0.10, 0.04, 0.08, 0.12, 0.15, 0.12, 0.09, -0.14, 0.87],
  "energy_ev": -18192.23402,
  "charge": 0,
  "smiles": "O[C@]12CSC[C@@H]1C2",
  "e_above_lowest_kcal_mol": 116.88,
  "lumo_energy_ev": 0.4856
}